a.
ORCA calculation (wB97M-V/def2-TZVPD) on one molecule with the formula C4H5NO3S.

Total charge ... 0

Cartesian coordinates (Å):
1 C -0.466 0.317 -1.124
2 C 0.657 -0.578 -1.029
3 C -0.684 0.827 0.218
4 C 1.201 -0.471 0.187
5 N 0.419 0.381 0.937
6 O -1.082 2.114 0.368
7 O 2.302 -1.067 0.746
8 O -2.407 -1.624 0.265
9 S -2.263 -0.315 -0.373
10 H -0.818 0.841 -1.911
11 H 1.024 -1.201 -1.846
12 H -0.730 2.314 1.338
13 H 2.500 -1.897 0.278
14 H 0.347 0.360 1.944

natural (NBO) charges in e: -0.3297, -0.3918, 0.2926, 0.5082, -0.6192, -0.6604, -0.6624, -0.9366, 0.9406, 0.2409, 0.2293, 0.4752, 0.5028, 0.4106

=====

b.
ORCA calculation (wB97M-V/def2-TZVPD) on one molecule with the formula C4H5NO3S.

Total charge ... 0

Cartesian coordinates (Å):
1 O 3.336 -1.006 -0.659
2 S 2.201 -0.612 0.072
3 O 2.155 -0.817 1.486
4 C 0.575 -1.158 -0.651
5 C -0.506 -0.551 0.153
6 C -0.300 0.668 0.721
7 C 0.770 1.648 0.525
8 N 1.904 1.359 -0.067
9 O 2.888 2.018 -0.429
10 H 0.685 -2.177 -0.779
11 H 0.580 -0.691 -1.575
12 H -1.411 -1.143 0.510
13 H -1.196 1.076 1.301
14 H 0.792 2.749 0.836

natural (NBO) charges in e: -0.8625, 2.1322, -0.9007, -0.6428, -0.2066, -0.2170, -0.0989, -0.0018, -0.4168, 0.2543, 0.2468, 0.2420, 0.2392, 0.2326

=====

Energy ordering: a at the bottom, the next structure 157.4 kJ/mol above.

=====

a.
ORCA calculation (wB97M-V/def2-TZVPD) on C7H18N3 as an isolated structure.

Total charge ... +1

Cartesian coordinates (Å):
1 C 0.623 -1.298 1.122
2 C 0.325 -1.941 -0.293
3 C -0.427 0.454 0.162
4 C -3.040 0.730 0.211
5 C 2.775 0.651 -0.533
6 C -1.767 0.247 0.829
7 C 1.988 0.927 0.718
8 N 0.677 0.112 0.822
9 N -0.403 1.640 -0.577
10 N -0.439 -1.027 -1.062
11 H -0.093 -1.670 1.940
12 H 1.623 -1.649 1.534
13 H 1.337 -2.121 -0.810
14 H -0.253 -3.009 -0.176
15 H -3.032 1.845 -0.106
16 H -3.799 0.682 1.002
17 H -3.426 0.173 -0.724
18 H 2.243 0.613 -1.543
19 H 3.452 1.504 -0.692
20 H 3.557 -0.280 -0.472
21 H -1.963 -0.864 1.016
22 H -1.570 0.662 1.743
23 H 2.532 0.596 1.651
24 H 1.757 2.044 0.840
25 H 0.443 2.271 -0.624
26 H -1.254 2.167 -0.678
27 H 0.059 -0.832 -1.939
28 H -1.419 -1.129 -1.109

natural (NBO) charges in e: -0.2529, -0.2638, 0.5859, -0.6241, -0.6783, -0.4720, -0.2215, -0.4570, -0.8337, -0.6984, 0.2308, 0.2426, 0.2320, 0.2340, 0.2058, 0.2542, 0.2232, 0.2225, 0.2477, 0.2387, 0.2205, 0.2461, 0.2433, 0.2218, 0.4119, 0.4085, 0.4228, 0.4093

=====

b.
ORCA calculation (wB97M-V/def2-TZVPD) on an isolated ion of composition C7H18N3 and charge +1.

Total charge ... +1

Cartesian coordinates (Å):
1 C 1.030 -0.998 -1.633
2 N 1.152 -0.072 -0.474
3 C 2.419 -0.179 0.204
4 C -0.101 -0.153 0.305
5 C -0.205 -1.553 0.827
6 C -0.122 0.980 1.385
7 N -0.398 2.150 0.496
8 C -1.648 1.968 -0.258
9 C -1.550 0.518 -0.662
10 N -2.536 -0.464 -0.277
11 H 1.878 -0.768 -2.419
12 H 1.031 -2.043 -1.315
13 H -0.031 -0.718 -2.135
14 H 1.276 0.844 -1.073
15 H 2.652 -1.126 0.592
16 H 3.288 0.105 -0.431
17 H 2.500 0.521 1.070
18 H 0.697 -2.088 0.718
19 H -0.954 -2.201 0.404
20 H -0.366 -1.538 1.902
21 H -1.035 0.675 2.001
22 H 0.791 1.145 1.847
23 H -0.454 3.111 0.771
24 H -1.600 2.500 -1.151
25 H -2.510 2.277 0.399
26 H -1.435 0.408 -1.755
27 H -2.651 -0.612 0.760
28 H -2.610 -1.300 -0.793

natural (NBO) charges in e: -0.4303, -0.4194, -0.4401, 0.1655, -0.6990, -0.2564, -0.6542, -0.2709, 0.0301, -0.8381, 0.2460, 0.2355, 0.2404, 0.4689, 0.2312, 0.2453, 0.2379, 0.2215, 0.2474, 0.2446, 0.1913, 0.2187, 0.3944, 0.2196, 0.2086, 0.2044, 0.3737, 0.3832

=====

Energy ordering: a at the bottom, the next structure 122.0 kJ/mol above.

=====

a.
ORCA calculation (wB97M-V/def2-TZVPD) on C4H8N3O as an isolated structure.

Total charge ... +1

Cartesian coordinates (Å):
1 C 0.802 0.380 3.087
2 C 0.947 0.262 -1.266
3 C -1.299 0.485 -0.628
4 C -0.121 -1.542 0.052
5 N 0.309 1.962 0.156
6 N 1.088 1.427 -0.510
7 N -0.236 -0.310 -0.768
8 O 0.654 0.358 4.203
9 H 0.737 0.676 -2.290
10 H 1.827 -0.298 -1.222
11 H -2.248 0.115 -0.253
12 H -0.850 1.276 0.247
13 H -1.274 1.082 -1.552
14 H -0.435 -2.432 -0.636
15 H 0.897 -1.790 0.533
16 H -0.797 -1.651 0.848

natural (NBO) charges in e: 0.4528, -0.1176, -0.2758, -0.4611, 0.1100, 0.0305, -0.2915, -0.4466, 0.2620, 0.2725, 0.2872, 0.2284, 0.2232, 0.2449, 0.2470, 0.2341

=====

b.
ORCA calculation (wB97M-V/def2-TZVPD) on an isolated ion of composition C4H8N3O and charge +1.

Total charge ... +1

Cartesian coordinates (Å):
1 C -1.349 -1.552 -0.047
2 C -2.093 0.611 0.033
3 C -0.144 -1.058 -0.126
4 C 1.168 -0.908 0.371
5 N -2.390 -0.700 -0.020
6 N -0.884 0.984 0.320
7 N 1.872 0.245 -0.237
8 O -0.132 2.141 0.070
9 H -1.676 -2.512 -0.035
10 H -2.880 1.321 -0.039
11 H 1.080 -0.802 1.452
12 H 1.880 -1.858 0.156
13 H 2.755 0.321 0.178
14 H 1.170 0.953 0.000
15 H 1.908 0.253 -1.273
16 H -0.286 2.561 -0.805

natural (NBO) charges in e: -0.0414, 0.2420, 0.1446, -0.3465, -0.4406, -0.1971, -0.6797, -0.5575, 0.2582, 0.2227, 0.2682, 0.2759, 0.4392, 0.4737, 0.4455, 0.4928

=====

Energy ordering: a at the bottom, the next structure 189.2 kJ/mol above.